No. 1
Formula: C26H37F3O3P
Source: OMol25
Level of theory: the ωB97M-V functional and the def2-TZVPD basis

Results
net charge	+1
HOMO-LUMO gap	5.64	eV
LUMO energy	-5.881	eV

Positions of all 70 atoms, in Å:
1 C 5.759 -1.258 2.681
2 C 4.700 -0.163 2.580
3 C 3.493 -0.554 1.742
4 C 2.517 0.623 1.717
5 O 1.347 0.343 0.932
6 P -0.116 0.435 1.713
7 O -0.917 1.619 0.852
8 C -2.120 2.163 1.483
9 C -3.242 1.115 1.561
10 C -4.565 1.652 2.115
11 C -4.483 2.063 3.584
12 O -0.836 -0.929 1.103
13 C -0.895 -2.062 1.970
14 C -1.809 -3.141 1.393
15 C -1.989 -4.184 2.486
16 C -2.780 -5.427 2.087
17 H 6.632 -0.880 3.222
18 H 5.366 -2.120 3.232
19 H 6.087 -1.582 1.686
20 H 4.342 0.101 3.585
21 H 5.136 0.751 2.157
22 H 3.795 -0.823 0.720
23 H 3.008 -1.446 2.173
24 H 2.225 0.859 2.760
25 H 3.023 1.508 1.297
26 H -1.848 2.514 2.494
27 H -2.443 3.015 0.862
28 H -3.401 0.682 0.557
29 H -2.902 0.289 2.204
30 H -4.889 2.497 1.492
31 H -5.318 0.859 1.994
32 H -5.473 2.361 3.939
33 H -4.140 1.228 4.205
34 H -3.810 2.915 3.724
35 H 0.110 -2.495 2.129
36 H -1.261 -1.782 2.978
37 H -2.773 -2.714 1.077
38 H -1.342 -3.591 0.502
39 H -0.991 -4.482 2.834
40 H -2.476 -3.693 3.338
41 H -2.895 -6.076 2.961
42 H -3.780 -5.166 1.722
43 H -2.250 -5.996 1.314
44 F 5.825 1.227 -4.393
45 C 5.211 2.383 -3.989
46 F 5.963 2.895 -2.972
47 F 5.298 3.268 -5.032
48 C 3.782 2.142 -3.592
49 C 3.323 2.619 -2.367
50 C 2.023 2.349 -1.989
51 C 1.117 1.657 -2.849
52 C -0.198 1.457 -2.361
53 C -1.260 0.711 -2.932
54 C -2.598 1.039 -2.549
55 C -3.688 0.321 -3.021
56 C -3.479 -0.746 -3.906
57 C -2.183 -1.087 -4.319
58 C -1.086 -0.390 -3.821
59 C 1.606 1.277 -4.143
60 C 2.942 1.467 -4.470
61 H 3.985 3.187 -1.719
62 H 1.665 2.687 -1.015
63 H -0.424 1.987 -1.435
64 H -2.744 1.884 -1.881
65 H -4.698 0.588 -2.706
66 H -4.335 -1.303 -4.285
67 H -2.033 -1.902 -5.029
68 H -0.075 -0.702 -4.077
69 H 0.925 0.855 -4.880
70 H 3.341 1.105 -5.423

So, what does the Mulliken scheme give us? The charges, in e, come out as:
1 C -1.28
2 C -0.41
3 C -0.25
4 C -0.81
5 O -0.02
6 P -0.31
7 O 0.16
8 C -0.82
9 C 0.21
10 C -0.57
11 C -1.20
12 O 0.04
13 C -0.81
14 C -0.31
15 C -0.46
16 C -1.29
17 H 0.38
18 H 0.32
19 H 0.32
20 H 0.30
21 H 0.32
22 H 0.29
23 H 0.14
24 H 0.48
25 H 0.24
26 H 0.36
27 H 0.28
28 H 0.16
29 H 0.06
30 H 0.33
31 H 0.33
32 H 0.39
33 H 0.29
34 H 0.31
35 H 0.30
36 H 0.46
37 H 0.25
38 H 0.26
39 H 0.31
40 H 0.34
41 H 0.36
42 H 0.32
43 H 0.32
44 F -0.24
45 C 0.77
46 F -0.26
47 F -0.23
48 C 0.51
49 C -0.82
50 C -0.43
51 C 0.34
52 C -0.10
53 C 0.81
54 C -0.30
55 C -0.77
56 C -0.29
57 C -0.86
58 C -0.26
59 C -0.43
60 C -1.06
61 H 0.50
62 H 0.38
63 H 0.12
64 H 0.42
65 H 0.43
66 H 0.42
67 H 0.41
68 H 0.68
69 H 0.75
70 H 0.43



No. 2
Formula: C28H19HgN6O3S2
Source: OMol25
Level of theory: the ωB97M-V functional and the def2-TZVPD basis

Results
net charge	-2
HOMO-LUMO gap (alpha / beta)	4.72 / 6.81	eV
spin multiplicity	2
expectation value of S²	0.7641
LUMO energy (alpha / beta)	4.491 / 4.485	eV

Positions of all 59 atoms, in Å:
1 Hg 0.567 -1.478 0.648
2 S -0.700 -0.673 2.677
3 C 0.073 -1.789 3.776
4 C 0.095 -1.434 5.130
5 C 0.657 -2.233 6.114
6 C 0.625 -1.807 7.487
7 N 0.585 -1.461 8.585
8 C 1.245 -3.450 5.746
9 C 1.244 -3.816 4.407
10 C 0.668 -3.032 3.401
11 S 0.699 -3.685 1.780
12 C 1.850 -4.313 6.723
13 N 2.337 -5.016 7.494
14 H -0.351 -0.491 5.418
15 H 1.707 -4.752 4.124
16 O -1.905 0.352 -0.668
17 C -1.989 0.158 -2.063
18 C -1.555 -1.347 -2.398
19 O -1.430 -1.641 -3.591
20 O -1.354 -2.049 -1.377
21 C -3.420 0.435 -2.540
22 C -3.957 -0.100 -3.711
23 C -5.253 0.215 -4.104
24 C -6.038 1.068 -3.342
25 C -5.514 1.601 -2.172
26 C -4.221 1.285 -1.777
27 C -0.981 1.081 -2.722
28 C -1.058 1.424 -4.010
29 C -0.003 2.204 -4.665
30 C 1.048 2.693 -4.011
31 C 1.245 2.451 -2.546
32 C 0.237 1.439 -1.921
33 H -2.040 -0.531 -0.283
34 H -3.350 -0.781 -4.292
35 H -5.655 -0.219 -5.013
36 H -7.049 1.311 -3.652
37 H -6.114 2.264 -1.559
38 H -3.815 1.686 -0.858
39 H -1.898 1.109 -4.612
40 H -0.108 2.397 -5.729
41 H 1.797 3.288 -4.528
42 H 1.354 3.400 -2.014
43 H -0.021 1.685 -0.894
44 N 4.146 1.499 1.694
45 C 4.468 1.089 2.987
46 C 3.837 -0.108 3.158
47 N 3.110 -0.465 2.057
48 C 3.276 0.540 1.179
49 C 2.706 0.637 -0.087
50 N 1.796 -0.206 -0.630
51 C 1.377 0.345 -1.897
52 C 2.400 1.467 -2.241
53 N 3.070 1.697 -0.963
54 H 4.189 2.445 1.360
55 H 5.108 1.662 3.636
56 H 3.870 -0.742 4.032
57 H 1.213 -0.425 -2.652
58 H 3.110 1.297 -3.055
59 H 4.070 1.822 -1.039

So, what does the Mulliken scheme give us? The charges, in e, come out as:
1 Hg 1.26
2 S -0.64
3 C 0.55
4 C -0.95
5 C 0.49
6 C -0.05
7 N -0.61
8 C 0.63
9 C -0.91
10 C 0.37
11 S -0.52
12 C -0.07
13 N -0.61
14 H 0.48
15 H 0.47
16 O -0.56
17 C 2.25
18 C 0.52
19 O -0.74
20 O -0.80
21 C -0.61
22 C -0.15
23 C -0.85
24 C -0.31
25 C -0.71
26 C -0.49
27 C -1.33
28 C 0.04
29 C -0.83
30 C -1.14
31 C -0.18
32 C -0.14
33 H 0.40
34 H 0.53
35 H 0.36
36 H 0.36
37 H 0.36
38 H 0.44
39 H 0.45
40 H 0.36
41 H 0.35
42 H 0.42
43 H 0.56
44 N -0.18
45 C -0.64
46 C -0.44
47 N -0.32
48 C -0.03
49 C 0.27
50 N -0.88
51 C -0.59
52 C 0.20
53 N -0.38
54 H 0.28
55 H 0.41
56 H 0.45
57 H 0.71
58 H 0.35
59 H 0.35



No. 3
Formula: C4HClO2
Source: OMol25
Level of theory: the ωB97M-V functional and the def2-TZVPD basis

Results
HOMO-LUMO gap	8.41	eV
LUMO energy	-1.017	eV

Positions of all 8 atoms, in Å:
1 C 1.291 -0.460 0.910
2 C 1.209 -0.125 -0.365
3 C 0.634 -0.010 -1.486
4 C -2.382 0.598 -0.038
5 O 0.421 0.276 -2.593
6 O -3.124 1.376 0.336
7 Cl -0.184 -1.202 1.554
8 H 2.135 -0.455 1.683

So, what does the Mulliken scheme give us? The charges, in e, come out as:
1 C -0.26
2 C -0.43
3 C 0.88
4 C 0.19
5 O -0.39
6 O -0.20
7 Cl -0.13
8 H 0.33



No. 4
Formula: C24H72O17
Source: OMol25
Level of theory: the ωB97M-V functional and the def2-TZVPD basis

Results
SMILES string	OCCO.OCCO.OCCO.OCCO.OCCO.CCO.CCO.CCO.CCO.CCO.CCO.CCO
HOMO-LUMO gap	9.40	eV
LUMO energy	-0.046	eV

Positions of all 113 atoms, in Å:
1 C 2.098 -20.046 -11.046
2 C 1.959 -21.442 -11.540
3 O 3.171 -22.192 -11.568
4 O 3.123 -19.460 -11.842
5 H 2.453 -20.218 -10.037
6 H 1.255 -19.363 -11.111
7 H 1.397 -21.430 -12.483
8 H 1.346 -21.980 -10.823
9 H 3.652 -21.812 -12.309
10 H 3.939 -19.832 -11.444
11 C 0.739 -12.700 -10.236
12 C 0.749 -11.245 -9.954
13 O -0.084 -11.011 -8.830
14 O 1.767 -13.009 -11.181
15 H -0.203 -13.129 -10.532
16 H 1.081 -13.273 -9.358
17 H 0.445 -10.712 -10.861
18 H 1.788 -10.979 -9.699
19 H -0.982 -11.050 -9.150
20 H 1.578 -12.506 -11.975
21 C 8.112 -16.450 -7.086
22 C 8.054 -15.230 -7.995
23 O 6.732 -14.583 -7.945
24 O 7.712 -16.094 -5.749
25 H 9.108 -16.911 -7.216
26 H 7.331 -17.133 -7.359
27 H 8.275 -15.456 -9.038
28 H 8.855 -14.566 -7.678
29 H 6.034 -15.117 -8.391
30 H 8.498 -15.670 -5.388
31 C 6.596 -19.998 -8.514
32 C 5.594 -19.439 -9.514
33 O 5.223 -20.349 -10.534
34 O 6.206 -21.366 -8.112
35 H 6.620 -19.354 -7.632
36 H 7.587 -20.048 -8.983
37 H 6.064 -18.530 -9.949
38 H 4.645 -19.117 -9.008
39 H 5.213 -21.253 -10.167
40 H 5.630 -21.362 -7.335
41 C 1.956 -18.214 -15.261
42 C 1.031 -19.324 -15.527
43 O 0.400 -19.702 -14.278
44 O 3.188 -18.627 -14.654
45 H 1.459 -17.444 -14.671
46 H 2.310 -17.775 -16.203
47 H 1.575 -20.179 -15.921
48 H 0.275 -19.018 -16.270
49 H 0.037 -20.556 -14.476
50 H 3.045 -18.871 -13.713
51 C 1.817 -15.325 -7.093
52 C 2.004 -16.781 -6.665
53 O 2.770 -17.470 -7.682
54 H 1.407 -14.746 -6.257
55 H 1.068 -15.272 -7.878
56 H 2.743 -14.909 -7.511
57 H 1.027 -17.279 -6.517
58 H 2.521 -16.884 -5.718
59 H 3.006 -18.368 -7.403
60 C 7.051 -13.184 -12.762
61 C 7.585 -13.272 -11.369
62 O 8.998 -13.380 -11.278
63 H 5.972 -13.357 -12.737
64 H 7.451 -13.968 -13.406
65 H 7.258 -12.219 -13.233
66 H 7.199 -14.161 -10.848
67 H 7.220 -12.394 -10.759
68 H 9.324 -12.617 -11.749
69 C -0.543 -16.137 -10.817
70 C 0.101 -16.610 -12.085
71 O -0.867 -17.352 -12.861
72 H -1.428 -15.545 -11.005
73 H 0.134 -15.470 -10.288
74 H -0.901 -17.015 -10.303
75 H 0.968 -17.206 -11.791
76 H 0.471 -15.780 -12.716
77 H -0.329 -18.019 -13.332
78 C 3.481 -11.110 -6.958
79 C 4.375 -12.283 -7.138
80 O 5.726 -11.850 -7.167
81 H 2.431 -11.453 -6.979
82 H 3.691 -10.387 -7.731
83 H 3.663 -10.632 -6.012
84 H 4.152 -12.793 -8.078
85 H 4.251 -13.019 -6.362
86 H 6.302 -12.587 -7.412
87 C 7.480 -17.016 -12.308
88 C 7.698 -18.312 -12.963
89 O 7.936 -19.416 -12.060
90 H 6.560 -17.077 -11.718
91 H 7.286 -16.260 -13.075
92 H 8.318 -16.779 -11.641
93 H 8.610 -18.250 -13.546
94 H 6.842 -18.561 -13.621
95 H 7.177 -19.559 -11.496
96 C 2.484 -13.932 -14.712
97 C 3.655 -14.830 -14.370
98 O 4.722 -14.457 -15.258
99 H 1.556 -14.123 -14.139
100 H 2.215 -14.037 -15.784
101 H 2.740 -12.860 -14.564
102 H 3.342 -15.864 -14.457
103 H 3.967 -14.673 -13.333
104 H 5.321 -15.204 -15.306
105 C 3.350 -16.292 -11.080
106 C 4.222 -15.372 -10.275
107 O 4.952 -16.102 -9.291
108 H 2.682 -16.826 -10.388
109 H 3.981 -16.983 -11.621
110 H 2.652 -15.763 -11.738
111 H 3.649 -14.607 -9.744
112 H 4.919 -14.854 -10.944
113 H 4.411 -16.598 -8.683

Here are the Mulliken charges for atoms 1 to 99, given in e:
1 C -0.09
2 C -0.76
3 O -0.57
4 O 0.25
5 H -0.02
6 H 0.40
7 H 0.11
8 H 0.43
9 H 0.35
10 H 0.08
11 C 0.02
12 C -0.70
13 O -0.51
14 O -0.24
15 H 0.35
16 H -0.09
17 H 0.47
18 H 0.25
19 H 0.31
20 H 0.16
21 C 0.27
22 C -0.27
23 O -0.06
24 O -0.55
25 H 0.42
26 H -0.56
27 H -0.04
28 H 0.44
29 H 0.33
30 H 0.32
31 C -0.52
32 C 1.20
33 O -0.51
34 O -0.60
35 H 0.43
36 H 0.25
37 H -0.23
38 H -0.64
39 H 0.33
40 H 0.32
41 C 0.05
42 C -0.67
43 O -0.51
44 O -0.56
45 H -0.13
46 H 0.43
47 H 0.38
48 H 0.36
49 H 0.27
50 H 0.34
51 C -0.30
52 C -0.54
53 O -0.31
54 H 0.45
55 H 0.01
56 H -0.23
57 H 0.31
58 H 0.41
59 H 0.15
60 C -0.86
61 C 0.52
62 O -0.55
63 H -0.01
64 H 0.19
65 H 0.49
66 H -0.47
67 H 0.30
68 H 0.30
69 C -1.20
70 C 1.48
71 O -0.69
72 H 0.44
73 H -0.08
74 H 0.40
75 H -0.59
76 H -0.23
77 H 0.35
78 C -1.37
79 C 0.83
80 O -0.63
81 H 0.30
82 H 0.32
83 H 0.38
84 H -0.43
85 H 0.27
86 H 0.32
87 C 0.34
88 C -0.55
89 O -0.58
90 H -0.51
91 H 0.06
92 H 0.26
93 H 0.38
94 H 0.25
95 H 0.37
96 C -1.38
97 C 1.93
98 O -0.65
99 H 0.24



Number 1: energy -51140.837 eV. Number 2: energy -70274.425 eV. Number 3: energy -20778.523 eV. Number 4: energy -60858.882 eV.